90
Properties=species:S:1:pos:R:3 method="wB97M-V/def2-TZVPD" e_homo_ev="-9.968 / -10.688" charge=+1 fmax_ev_per_a=3.0 e_above_lowest_kcal_mol=0.00 multiplicity=4
Re 0.2005 -0.4516 -0.9802
C -0.1594 -1.5319 -4.5467
C -0.1688 -2.5479 -3.4405
C -0.4204 -3.9142 -3.5117
C -0.0955 -4.4217 -2.2929
C -0.3057 -5.8012 -1.7563
N 0.3171 -3.4144 -1.5061
N 0.2244 -2.2507 -2.1636
B 0.7709 -3.4409 -0.0132
N 2.0701 -2.5504 0.1608
N 2.0299 -1.2162 -0.0687
C 3.2912 -0.7541 0.1442
C 3.8630 0.6784 0.0860
C 4.1306 -1.8253 0.3945
C 3.2962 -2.9436 0.4452
C 3.6541 -4.4098 0.7232
N -0.4144 -2.8632 0.7738
N -1.0269 -1.7739 0.2300
C -2.1936 -1.5981 0.9223
C -3.2691 -0.6010 0.7131
C -2.2492 -2.5512 1.9140
C -1.1635 -3.3504 1.7810
C -0.7659 -4.3852 2.7008
H -0.1030 -2.0281 -5.4822
H -1.0972 -0.9867 -4.5804
H 0.6627 -0.8185 -4.3702
H -0.8428 -4.5661 -4.3098
H -0.5210 -6.4938 -2.5986
H 0.5126 -6.2758 -1.1831
H -1.1234 -5.9209 -1.0257
H 1.0259 -4.5571 0.3702
H 3.0573 1.3955 0.2815
H 4.7160 0.6760 0.7628
H 4.3927 0.8532 -0.8931
H 5.1363 -1.9212 0.6069
H 3.0431 -5.1704 0.0871
H 4.7292 -4.4973 0.5694
H 3.4767 -4.5931 1.8443
H -3.3467 -0.0018 1.6160
H -2.9992 0.1902 -0.0136
H -4.2136 -1.0092 0.3467
H -3.0405 -2.6909 2.6707
H -1.5850 -4.6643 3.3640
H -0.4959 -5.3318 2.1522
H 0.1369 -4.1504 3.2640
S -1.7007 0.4106 -2.1728
C -0.9455 1.4979 -3.3381
C -1.7685 2.1474 -4.2342
C -1.2108 2.8478 -5.2527
C 0.1442 3.0406 -5.3604
C 0.9853 2.4869 -4.3910
C 0.4039 1.6663 -3.4189
S 1.4957 0.8618 -2.3249
H -2.8430 1.9775 -4.1002
H -1.8476 3.3439 -5.9931
H 0.5535 3.6149 -6.2047
H 2.0868 2.5421 -4.3757
C -1.7559 6.3173 -0.2541
Si -2.0770 4.5279 0.2577
C -3.5495 3.8199 -0.6031
C -2.3575 4.4463 2.0154
C -0.6056 3.4955 -0.2588
Te -0.5008 1.5748 0.8018
C 0.9362 2.2886 2.1670
Si 1.0014 1.2277 3.7765
C 2.3342 1.8953 4.8572
C -0.7301 1.1895 4.7186
C 1.3891 -0.5080 3.2568
H -2.8166 6.7715 -0.5534
H -1.1039 6.4570 -1.0810
H -1.3823 6.8475 0.6209
H -4.4691 4.4575 -0.5163
H -3.8314 2.9048 -0.0427
H -3.4059 3.4829 -1.6821
H -3.2667 4.9642 2.2154
H -1.6305 4.9802 2.6769
H -2.5259 3.4366 2.3614
H 0.3935 3.9391 -0.0908
H -0.6341 3.3120 -1.3574
H 0.6479 3.2682 2.4453
H 1.9198 2.2842 1.7841
H 2.1340 2.9249 5.1071
H 3.3385 1.8224 4.4462
H 2.4376 1.3478 5.8159
H -1.0969 2.1443 5.1002
H -0.5926 0.5242 5.6304
H -1.4006 0.6472 4.0544
H 2.2250 -0.4776 2.5012
H 0.6740 -1.1441 2.7611
H 1.8118 -1.1260 4.0461